(1)
{"formula": "C31H38ClCrN3O4PS2", "method": "ωB97M-V/def2-TZVPD", "charge": 2, "spin_multiplicity": 2, "s2": 0.902, "e_tot_ha": -4311.227775, "homo_lumo_gap_ev": [6.179, 6.756], "e_homo_ev": [-13.2, -13.1], "species": ["C", "C", "H", "H", "H", "C", "H", "H", "H", "H", "C", "H", "C", "C", "H", "P", "H", "H", "C", "C", "H", "H", "H", "C", "H", "H", "C", "N", "O", "C", "H", "C", "C", "H", "C", "N", "H", "H", "Cr", "H", "H", "C", "H", "H", "C", "H", "H", "H", "C", "S", "C", "H", "H", "C", "C", "H", "C", "C", "H", "H", "Cl", "O", "H", "C", "O", "C", "H", "O", "H", "C", "H", "C", "H", "S", "N", "C", "H", "C", "C", "C", "C"], "xyz": [[-0.8023, 4.0095, -1.3948], [0.2170, 4.5675, 2.6800], [-2.1230, -0.7612, 5.2156], [-4.6378, 0.1687, 2.7932], [5.2792, -1.4398, -4.1057], [-2.7400, -0.6004, 0.8090], [-4.3113, -0.3029, 4.4588], [2.0200, 4.5950, -3.1530], [1.2597, -0.0038, -4.2547], [3.0017, 4.5186, 2.6417], [-1.8859, 0.0171, 4.4891], [3.0826, 3.9107, 0.9738], [1.3915, 2.6713, -2.4588], [-1.7822, -2.7550, 0.4578], [-0.4560, 2.5130, 2.3070], [0.5391, 0.1930, -1.3939], [0.5549, 5.0986, 3.5688], [0.2222, -2.5134, -2.1976], [0.1687, 4.7094, -2.0973], [-2.0048, -0.2042, 2.0890], [-2.2493, -2.8948, 1.4404], [5.1789, -1.4596, -1.6275], [0.0686, 5.7751, -2.2340], [4.3830, -1.1207, -3.5973], [1.6159, -5.3196, 1.6069], [-0.2732, -6.4186, 0.3521], [-0.8532, -5.5085, 0.4848], [0.0627, -4.3916, 0.5622], [0.5471, -2.2104, 0.6214], [-0.3050, -3.1160, 0.5557], [-0.8172, -0.0002, 4.2807], [2.1237, -0.3119, -3.6820], [2.0498, -0.3148, -2.2881], [-1.8421, 1.1735, -2.9155], [2.3219, -1.3254, 3.3749], [-2.6238, -0.2375, 3.2645], [-1.5060, -3.7192, -3.4798], [2.0482, -3.8078, 0.7816], [0.9569, -0.2505, 0.9374], [2.2443, 2.1558, -2.8805], [-1.4419, -5.6112, 1.3974], [-0.7159, -0.5963, -2.4485], [-2.1715, 0.9837, 4.9074], [-0.7901, 4.9104, 2.4512], [1.4677, -4.7259, 0.7040], [3.3335, -0.6586, -5.4080], [-1.5303, -5.4057, -0.3630], [-2.2935, -3.3961, -0.2712], [0.2392, 3.0687, 2.9366], [3.2053, -2.1888, 4.3533], [4.3309, -1.1385, -2.2121], [0.0790, 2.8140, 3.9803], [-1.4093, 2.0985, -0.6308], [-1.5831, -2.6503, -3.3475], [1.2652, 4.0421, -2.6170], [1.3707, 5.9017, 1.4182], [1.1675, 4.8369, 1.5196], [2.4341, 4.0631, 1.8323], [0.7414, 4.4759, 0.5821], [-1.6466, 4.5418, -0.9841], [3.1042, -0.7252, 0.1548], [-0.8046, 0.1170, 1.9898], [-4.2936, -1.5272, 3.1962], [-2.7334, -0.5827, -3.7492], [-1.8822, -1.4076, 0.0353], [-2.6476, -1.9562, -3.9022], [-3.4034, -2.4815, -4.4625], [1.5442, 1.6871, 1.1357], [-3.7010, -1.0912, 0.9837], [0.4186, 1.9670, -1.7564], [1.7988, -5.2996, -0.1620], [3.1720, -0.7254, -1.5742], [-3.5510, -0.0402, -4.1976], [1.8860, 2.4210, 2.4275], [1.6491, -0.6937, 2.6360], [-0.6183, -1.9767, -2.6243], [-2.9075, 0.3058, 0.2182], [-1.7743, 0.0995, -3.0214], [3.2843, -0.6957, -4.3306], [-4.0426, -0.4902, 3.4233], [-0.6724, 2.6453, -1.2099]], "forces_ev_per_a": [[-0.1, 0.0, 0.0], [0.1, 0.1, -0.1], [0.0, 0.0, 0.0], [0.0, 0.0, 0.0], [0.1, 0.0, 0.0], [0.0, 0.0, 0.0], [0.0, 0.0, 0.0], [0.1, 0.0, -0.1], [0.0, 0.0, 0.0], [0.1, -0.1, 0.1], [0.4, 0.1, 0.3], [0.1, -0.2, 0.0], [-0.1, -0.2, 0.1], [0.0, 0.3, -0.2], [0.1, 0.0, 0.0], [0.1, 0.3, -1.4], [0.0, 0.1, 0.0], [0.0, -0.1, 0.0], [0.0, -0.1, 0.0], [-0.3, -0.2, 0.0], [0.1, -0.2, 0.0], [0.1, -0.1, 0.0], [0.0, 0.1, 0.0], [-0.1, 0.1, 0.1], [0.0, 0.0, 0.0], [0.0, 0.1, 0.0], [-0.6, -0.2, 0.0], [0.1, 0.9, 0.0], [0.4, 1.0, -0.1], [-0.5, -0.7, -0.1], [-0.1, 0.0, 0.1], [0.0, 0.0, 0.1], [0.1, -0.1, 0.4], [0.0, 0.0, 0.0], [0.5, -0.5, 0.5], [0.5, 0.1, -0.5], [0.0, -0.1, -0.1], [0.0, -0.2, 0.0], [-0.3, 0.3, 0.8], [0.0, 0.1, 0.0], [0.0, 0.0, 0.0], [-0.1, 0.0, 0.2], [0.0, 0.0, 0.0], [-0.1, 0.0, 0.1], [0.6, 0.1, 0.1], [0.0, -0.1, -0.1], [0.0, -0.1, 0.0], [0.1, 0.1, 0.2], [0.2, 0.0, 0.2], [0.0, -0.1, 0.1], [0.1, 0.0, 0.3], [0.0, -0.1, 0.1], [0.0, 0.0, 0.0], [0.1, -0.1, 0.1], [0.0, 0.1, 0.0], [0.1, 0.0, -0.1], [-0.1, 0.0, 0.0], [-0.2, -0.2, 0.0], [0.0, 0.0, 0.1], [-0.1, 0.0, 0.0], [0.7, -0.2, 0.5], [0.4, 0.1, 0.0], [0.0, 0.0, 0.0], [-0.1, -0.1, -0.1], [-0.2, -0.3, 0.2], [-0.1, 0.1, 0.0], [-0.1, -0.1, -0.1], [-0.5, -1.5, -1.4], [0.1, 0.1, 0.0], [0.0, 0.0, 0.3], [0.0, 0.0, 0.0], [-0.3, 0.1, -1.2], [-0.1, 0.1, -0.1], [-0.2, 0.9, 0.8], [-0.5, 0.5, -0.2], [0.0, 0.1, 0.1], [-0.1, -0.1, 0.1], [0.3, 0.1, 0.2], [0.0, 0.0, 0.0], [-0.6, -0.2, -0.2], [0.1, 0.0, 0.0]], "lowdin_charge": [-0.080, -0.206, 0.109, 0.107, 0.122, -0.074, 0.103, 0.116, 0.126, 0.107, 0.004, 0.106, -0.052, -0.062, 0.080, 1.089, 0.123, 0.114, -0.064, -0.362, 0.156, 0.119, 0.118, -0.035, 0.114, 0.105, -0.006, -0.107, -0.117, -0.349, 0.088, -0.068, -0.361, 0.101, -0.934, -0.108, 0.113, 0.086, 0.521, 0.106, 0.111, -0.349, 0.109, 0.124, 0.012, 0.121, 0.098, 0.139, -0.269, 0.718, -0.067, 0.095, 0.102, -0.061, -0.047, 0.132, -0.217, -0.266, 0.086, 0.116, 0.906, -0.082, 0.103, -0.050, -0.152, -0.053, 0.115, -0.648, 0.132, -0.346, 0.111, -0.564, 0.116, 1.078, -0.108, -0.103, 0.146, -0.065, -0.037, -0.013, -0.118]}

---

(2)
{"formula": "C3H4S", "method": "ωB97M-V/def2-TZVPD", "charge": 0, "e_above_lowest_kcal_mol": 101.2, "e_tot_ha": -514.681334, "homo_lumo_gap_ev": 8.176, "e_homo_ev": -8.9, "species": ["H", "H", "H", "H", "C", "C", "C", "S"], "xyz": [[0.4375, 2.5104, -0.4872], [-1.4281, -2.1705, 0.0846], [-0.0651, -3.1990, -0.1678], [1.8600, 2.4917, 0.6408], [0.9846, 0.9301, 0.8978], [0.9738, 2.0521, 0.2602], [-0.4338, -2.2827, -0.1948], [0.5721, -0.9456, -0.1972]], "forces_ev_per_a": [[-1.1, 0.8, -1.6], [-1.8, 0.2, 0.2], [1.9, -4.1, -0.2], [0.9, 1.1, 0.6], [0.0, -0.7, 0.2], [0.3, -1.2, 0.9], [1.1, 5.8, 0.6], [-1.3, -2.0, -0.7]], "lowdin_charge": [0.032, -0.018, -0.059, 0.045, -0.192, -0.167, -0.381, 0.741]}

---

(3)
{"formula": "C37H65N5OsSbSi3", "method": "ωB97M-V/def2-TZVPD", "charge": 3, "e_tot_ha": -2921.087417, "homo_lumo_gap_ev": [4.910, 4.944], "e_homo_ev": [-15.8, -15.9], "species": ["H", "H", "H", "C", "H", "C", "H", "H", "H", "N", "C", "Si", "Si", "H", "H", "C", "C", "C", "H", "C", "H", "C", "H", "H", "H", "H", "N", "H", "C", "C", "C", "H", "H", "C", "N", "C", "H", "H", "H", "C", "H", "N", "H", "C", "H", "H", "H", "C", "H", "N", "H", "H", "H", "H", "H", "H", "H", "C", "H", "H", "H", "H", "C", "H", "C", "C", "H", "C", "C", "H", "H", "H", "H", "C", "C", "C", "Os", "Si", "H", "H", "C", "H", "C", "C", "H", "H", "H", "H", "H", "C", "Sb", "H", "H", "C", "H", "C", "H", "C", "H", "H", "H", "H", "H", "C", "C", "C", "H", "C", "H", "C", "H", "H"], "xyz": [[-5.5397, 1.8634, -2.1676], [2.1665, -5.4880, 0.4703], [-1.4287, 1.9183, -3.2486], [2.0466, 5.3935, 2.1901], [-2.8962, 2.8581, -3.2925], [-0.3225, -1.2551, 3.2838], [1.5211, -3.9536, 3.9977], [2.5049, 3.1167, 0.4928], [3.9663, -1.3364, -4.0301], [1.0772, -4.0642, 1.4790], [1.3107, 0.3192, -1.2825], [-3.2305, -2.4252, -1.1107], [3.1046, -0.1978, -2.0369], [-5.6129, -1.8191, -1.7412], [2.8061, -3.8606, 0.2954], [0.7086, -3.2686, 4.2198], [4.0976, 1.4273, -2.1422], [-3.5748, 0.8731, 1.9461], [0.3311, 2.7024, -0.3078], [0.9701, 1.5341, -2.0009], [3.8001, -2.4310, -1.1195], [1.0187, 2.6208, -4.0317], [-4.4437, 0.3888, -4.6860], [-0.3938, 5.6258, 3.3571], [-3.2454, -0.8696, -4.5426], [3.9308, 1.1165, 0.7072], [1.1264, 1.5115, -3.3290], [2.5821, 0.6310, 4.7393], [-2.2881, 0.0313, 0.0618], [-3.4623, 0.0658, 0.8426], [-1.3366, 1.5237, 1.5628], [-4.8042, -1.0489, -3.7751], [5.0360, -1.2399, -0.8919], [0.5797, 2.7197, -1.3596], [-1.2042, 0.7162, 0.4907], [3.1777, 1.3103, 1.4682], [2.6352, 5.2390, 1.2905], [-4.4891, 0.9113, 2.5134], [-5.6601, 0.4342, -1.1834], [1.8875, -4.4440, 0.3373], [1.0446, -2.5803, 4.9968], [0.3505, -2.5059, 3.0347], [-0.7244, 3.9343, 3.6925], [-2.3502, 2.1191, -2.7163], [1.3436, -4.3564, -0.6130], [0.3547, 4.3115, 1.4494], [-1.3762, -2.9682, 0.4969], [2.5116, 1.1107, 3.7735], [0.3789, -0.7134, -4.6384], [1.0667, -1.8057, 0.9156], [-3.0835, -3.0932, -3.5380], [-2.8774, -2.7052, 1.3816], [0.2819, 4.8259, -1.5990], [1.5734, 6.3679, 2.1191], [-0.5518, -4.7572, 2.6093], [2.5434, -0.4414, -4.4802], [-2.6260, -4.2074, 0.5367], [0.2624, -5.1464, 2.0058], [4.7473, -0.3679, 3.8988], [-1.6494, -3.6433, -2.6821], [-0.9271, -0.9988, 2.4157], [1.1432, 2.5215, -5.1021], [-0.6039, -0.8161, -4.1990], [3.6414, 2.2572, -1.6085], [-5.1312, -2.4639, -1.0143], [-2.7224, -3.4924, -2.5983], [0.7794, 4.7606, -4.0433], [0.7787, 3.8619, -3.4499], [-4.9806, 1.2166, -1.4982], [2.7189, 5.4016, 3.0427], [-0.4749, 2.1273, 1.8238], [-2.0931, 2.5841, -1.7691], [-0.1391, -3.8307, 4.6161], [-2.4862, 1.6644, 2.3007], [3.9638, -1.4010, -0.8206], [-2.3608, -0.6369, -1.2358], [1.1550, 0.3392, 0.7456], [-3.4493, 0.5894, -2.4368], [-4.7249, 1.8118, -0.6281], [-3.1735, -4.4734, -2.4915], [0.8460, -2.7747, 1.8083], [1.1500, 2.5709, 4.5096], [-4.0161, -0.3372, -3.9996], [4.3059, -0.4379, 2.9063], [0.8581, -5.8414, 2.6003], [-1.2029, 0.0604, -4.4124], [-1.0771, -1.7093, -4.5908], [4.2146, 1.7312, -3.1773], [-2.5398, 2.3573, 3.1230], [0.5256, 3.8943, -2.0870], [-0.3576, -1.1243, -2.0729], [5.0994, 1.2895, -1.7467], [0.6446, 4.7532, 4.4637], [0.9719, 4.3094, 2.3594], [-5.4518, -3.4785, -1.2370], [1.6609, 2.9707, 2.4649], [-0.9918, -1.3750, 4.1340], [2.3752, 2.4735, 1.3559], [3.8485, -1.4260, 2.8206], [5.1035, -0.3623, 2.1688], [-5.5364, -2.2273, -0.0346], [2.3851, -2.0139, -3.6817], [-0.1652, -5.6954, 1.1636], [0.0727, 4.6616, 3.5435], [1.7005, 2.2320, 3.6473], [-2.4498, -3.1393, 0.4836], [-4.2971, -0.5322, 0.5334], [2.9574, -1.0856, -3.7116], [0.3791, -0.4440, 3.5147], [3.2989, 0.6517, 2.7175], [1.4122, -2.2162, 0.0483], [3.6886, -1.2866, 0.2241]], "forces_ev_per_a": [[-0.1, 0.1, -0.3], [0.0, 0.1, -0.1], [0.1, -0.1, -0.1], [-0.1, 0.0, -0.1], [-0.2, 0.1, -0.2], [-0.2, 0.1, -0.2], [0.0, 0.0, 0.0], [-0.2, -0.2, -0.2], [0.2, -0.2, 0.0], [0.2, 0.4, 0.1], [2.2, 0.3, 2.7], [0.0, -0.4, 0.3], [0.2, -0.8, -0.1], [-0.1, 0.1, -0.1], [0.0, 0.0, 0.0], [0.1, -0.3, 0.2], [-0.5, -0.5, 0.1], [0.2, 0.0, 0.0], [0.1, 0.1, 0.0], [-1.4, 1.2, 0.0], [-0.1, -0.2, 0.0], [0.1, 0.0, -0.2], [-0.1, 0.2, -0.1], [0.0, 0.0, 0.0], [0.2, 0.0, 0.0], [-0.2, -0.1, -0.1], [0.3, -0.5, -0.3], [0.0, -0.1, 0.1], [-0.2, 0.0, 0.5], [0.3, 0.1, 0.1], [-0.4, 0.7, 0.5], [-0.2, -0.1, 0.1], [0.2, 0.1, 0.0], [0.0, -0.1, -0.1], [1.6, -0.2, 0.7], [0.3, 0.1, 0.4], [0.1, 0.0, -0.1], [-0.2, 0.0, 0.1], [-0.1, -0.2, 0.0], [0.2, 0.0, -0.1], [0.0, 0.0, 0.0], [0.1, 0.1, -0.3], [-0.1, -0.1, 0.1], [-0.5, -0.7, 0.0], [0.0, 0.0, 0.1], [0.1, -0.1, 0.0], [0.2, 0.0, 0.0], [-0.5, 0.5, 0.2], [0.1, 0.0, 0.1], [0.1, 1.1, -0.8], [-0.1, 0.2, -0.2], [-0.1, 0.1, 0.2], [0.0, 0.1, 0.0], [0.0, 0.1, 0.0], [0.0, 0.0, 0.0], [-0.1, 0.1, 0.0], [0.0, -0.3, 0.0], [-0.3, -0.3, 0.2], [0.0, 0.0, 0.0], [0.3, -0.1, -0.1], [-0.1, 0.1, 0.0], [0.0, 0.0, -0.1], [0.1, 0.1, 0.5], [-0.1, 0.1, 0.1], [0.7, 0.2, 0.0], [-0.1, 0.7, 0.5], [-0.1, 0.1, -0.1], [0.0, -0.1, 0.3], [0.6, -0.3, -0.3], [0.1, 0.0, 0.1], [-0.1, -0.1, 0.0], [-0.1, 0.0, 0.2], [0.0, 0.0, 0.0], [0.1, -0.1, -0.2], [-0.4, 0.5, -0.5], [0.3, -0.4, -1.4], [-1.2, -1.6, -2.1], [0.0, 0.1, 0.2], [0.1, 0.1, 0.1], [0.0, -0.2, 0.1], [-0.2, 0.0, 0.2], [-0.1, 0.1, 0.1], [0.3, 0.3, 0.6], [0.0, -0.1, 0.0], [0.0, 0.0, 0.0], [-0.1, 0.0, 0.0], [-0.2, -0.2, 0.0], [-0.1, 0.0, -0.2], [0.1, 0.1, 0.1], [0.0, 0.1, 0.0], [-1.2, -0.3, -0.4], [0.2, -0.1, 0.1], [0.0, 0.0, 0.1], [-0.1, 0.2, 0.1], [0.1, -0.2, -0.1], [0.1, 0.0, -1.0], [0.0, 0.0, 0.0], [0.0, 0.5, 0.7], [0.0, 0.0, 0.0], [0.0, -0.1, 0.0], [0.0, 0.1, 0.2], [0.0, -0.1, 0.1], [0.0, 0.0, 0.1], [0.0, -0.1, -0.2], [0.4, -0.5, 0.3], [-0.4, 0.2, -0.7], [-0.2, -0.1, -0.1], [0.1, 0.5, 0.6], [0.0, 0.0, 0.0], [0.0, -0.3, -1.0], [-0.2, 0.2, 0.1], [-0.1, 0.0, 0.1]], "lowdin_charge": [0.054, 0.112, -0.006, -0.028, 0.056, -0.039, 0.100, 0.118, 0.050, -0.135, -0.524, 0.526, 0.565, 0.021, 0.082, -0.021, -0.136, 0.005, 0.067, -0.498, 0.025, -0.082, 0.053, 0.099, 0.007, 0.113, 0.076, 0.139, -0.426, -0.056, -0.168, 0.033, 0.050, -0.057, 0.017, -0.169, 0.079, 0.136, 0.030, -0.023, 0.103, -0.137, 0.068, -0.150, 0.100, 0.132, -0.002, -0.002, -0.006, -0.001, 0.030, 0.038, 0.128, 0.097, 0.087, 0.020, 0.045, -0.032, 0.106, 0.004, 0.059, 0.135, -0.254, 0.023, -0.144, -0.173, 0.129, 0.019, -0.143, 0.102, 0.066, 0.031, 0.106, -0.017, -0.171, -0.520, 1.237, 0.589, 0.034, 0.053, -0.421, 0.129, -0.147, -0.010, 0.110, -0.001, 0.022, 0.048, 0.115, -0.017, 1.634, 0.045, 0.096, -0.378, 0.052, -0.209, 0.117, -0.109, 0.089, 0.096, 0.041, 0.029, 0.105, -0.048, 0.021, -0.150, 0.088, -0.174, 0.071, -0.258, -0.002, -0.017]}

---

- Which formula does entry 2 have?
  C3H4S